Entry 1:
112
Properties=species:S:1:pos:R:3:forces:R:3 method="wB97M-V/def2-TZVPD" smiles="COCCCCCc1nc2cccc(OC[C@H](C)CC(C)C)c2nc1CCC(=O)O.COCCOCCOC.COCCOCCOC" homo_lumo_gap_ev=8.2 e_lumo_ev=-0.2
C 4.14881 6.27702 2.14875 0.0 -0.4 -0.1
O 3.47585 5.48952 1.18303 0.0 0.2 0.1
C 2.41849 6.14850 0.51289 0.1 0.0 0.0
C 1.23380 5.21917 0.36214 0.0 0.5 -0.1
C 0.07549 5.94286 -0.32939 0.4 -0.1 -0.5
C -0.83502 5.02502 -1.15534 0.1 -0.1 0.5
C -2.10761 4.52260 -0.45762 0.0 -0.4 -0.4
C -1.82960 3.29442 0.37300 -0.3 0.4 -0.2
N -1.82418 2.16209 -0.27806 0.2 -0.2 0.7
C -1.51043 1.04733 0.45287 0.0 -0.3 -0.5
C -1.46698 -0.20888 -0.18320 0.0 -0.4 -0.3
C -1.13788 -1.34749 0.50699 -0.1 0.7 0.1
C -0.82910 -1.27379 1.87826 -0.1 0.4 0.0
C -0.85660 -0.06009 2.52756 0.3 -0.5 0.3
O -0.56622 -0.02176 3.86608 0.0 0.0 -0.6
C 0.52302 0.80647 4.27356 0.3 -0.1 0.6
C 1.78312 0.01636 4.63437 -0.1 0.3 -0.8
C 2.75526 1.03781 5.21787 -0.3 -0.1 0.4
C 2.28265 -0.73318 3.37149 0.3 0.1 0.9
C 3.76986 -1.09708 3.29330 0.3 -0.2 -0.1
C 4.31240 -1.75025 4.57905 0.3 0.3 -0.5
C 4.66546 0.05618 2.78519 -0.7 0.0 0.1
C -1.21475 1.11998 1.82018 0.0 0.4 0.4
N -1.26603 2.31308 2.47619 0.0 -0.2 -0.2
C -1.56536 3.37236 1.77877 0.0 -0.3 0.1
C -1.59170 4.65916 2.55705 0.1 -0.1 0.3
C -2.65968 4.67455 3.67571 0.4 0.1 -0.1
C -2.14634 4.04085 4.94006 0.2 0.5 -0.3
O -2.48030 2.98224 5.33169 -0.6 -1.2 0.6
O -1.29318 4.81005 5.69265 0.4 0.0 0.1
H 5.18614 5.95574 2.17519 0.1 0.0 0.0
H 3.71478 6.10923 3.13587 -0.1 0.1 0.1
H 4.12274 7.33717 1.90810 0.0 0.2 -0.1
H 2.09795 7.05298 1.03690 0.1 0.1 0.2
H 2.78061 6.46654 -0.46811 -0.1 0.1 -0.2
H 0.97195 4.88023 1.36053 -0.1 -0.4 0.0
H 1.55168 4.38474 -0.25462 0.0 -0.4 0.1
H 0.53623 6.64292 -1.02737 0.0 0.2 -0.1
H -0.47755 6.55850 0.37504 -0.2 0.1 0.1
H -0.25644 4.13735 -1.40134 0.1 -0.1 -0.2
H -1.07284 5.47803 -2.11092 -0.3 0.3 0.0
H -2.62832 5.29115 0.10330 0.1 0.2 0.1
H -2.78771 4.19534 -1.23896 -0.2 -0.1 -0.1
H -1.68974 -0.27627 -1.23708 0.0 0.2 -0.1
H -1.09994 -2.28447 -0.02480 0.0 -0.2 0.1
H -0.54768 -2.15786 2.42456 0.0 -0.1 0.2
H 0.19868 1.34441 5.16190 -0.3 0.1 0.0
H 0.79073 1.54873 3.52611 -0.1 0.0 -0.3
H 1.50245 -0.69710 5.40532 0.1 -0.2 0.2
H 3.55929 0.55487 5.75726 0.3 0.0 -0.1
H 3.14738 1.72106 4.47358 0.2 0.0 -0.2
H 2.22957 1.64325 5.95588 -0.1 0.1 0.1
H 2.02627 -0.12529 2.50695 -0.1 -0.1 -0.3
H 1.73411 -1.66888 3.33414 -0.3 -0.1 -0.3
H 3.84229 -1.86595 2.52554 -0.2 -0.1 -0.1
H 3.52691 -2.15230 5.20854 -0.1 -0.1 0.2
H 5.00180 -2.54611 4.31437 0.0 -0.3 0.1
H 4.91011 -1.02541 5.12164 -0.1 0.1 0.4
H 5.04445 -0.15759 1.79257 0.3 -0.1 -0.1
H 4.05690 0.94899 2.67427 0.1 0.3 0.0
H 5.47366 0.28466 3.47054 0.2 0.0 0.0
H -1.67560 5.52439 1.91905 -0.2 0.2 -0.1
H -0.60995 4.72774 3.02498 0.2 0.2 0.0
H -2.92299 5.69932 3.91947 -0.1 0.2 -0.1
H -3.54267 4.11519 3.39514 -0.2 0.0 -0.2
H -0.48708 4.99762 5.19903 -0.1 0.3 -0.1
C -4.38681 0.45039 -2.64686 0.1 -0.1 0.0
O -4.31159 -0.42108 -3.75343 -0.1 0.1 -0.1
C -5.50464 -1.16422 -3.92858 0.3 0.0 0.1
C -5.54845 -1.78897 -5.30468 -0.1 -0.1 0.0
O -5.95743 -0.89277 -6.32820 0.1 0.0 0.0
C -4.98976 0.04492 -6.77749 -0.1 0.0 -0.1
C -3.94629 -0.54828 -7.69731 0.2 0.0 0.1
O -2.93887 -1.21144 -6.95302 -0.1 -0.1 0.0
C -2.15226 -2.05397 -7.76231 0.0 0.1 0.1
H -4.57133 -0.10666 -1.72050 0.0 0.1 0.0
H -3.43276 0.96720 -2.56213 0.0 0.0 0.0
H -5.17691 1.19731 -2.79075 0.0 0.0 0.1
H -6.37743 -0.51245 -3.79872 0.0 0.0 0.0
H -5.53939 -1.95901 -3.16962 -0.1 0.0 0.0
H -6.31356 -2.56800 -5.28944 0.0 0.0 0.0
H -4.59497 -2.26117 -5.54885 0.1 0.1 0.1
H -4.52178 0.56476 -5.93936 0.1 -0.1 0.0
H -5.55650 0.78008 -7.35273 0.0 0.0 0.0
H -3.47825 0.25840 -8.27953 -0.1 0.0 -0.1
H -4.42968 -1.25004 -8.38805 0.0 0.0 0.0
H -2.76095 -2.84860 -8.20977 0.0 0.0 -0.1
H -1.39378 -2.50890 -7.12830 0.0 0.0 0.0
H -1.65488 -1.48714 -8.55836 0.0 0.0 0.0
C 1.06988 -3.85210 -3.01590 0.0 0.0 0.0
O 1.82624 -4.79207 -2.28960 -0.1 0.0 0.2
C 2.60696 -4.16808 -1.28358 0.0 -0.1 -0.2
C 3.09089 -5.18023 -0.27050 0.0 0.1 0.1
O 2.11696 -5.52100 0.70630 0.0 0.0 -0.1
C 1.08832 -6.41199 0.29861 0.0 0.1 0.1
C 1.52871 -7.85609 0.21763 0.0 -0.1 -0.3
O 2.21017 -8.10480 -0.99957 0.1 0.1 0.1
C 2.92352 -9.31892 -0.96730 -0.1 0.0 -0.1
H 1.71724 -3.11013 -3.49794 0.0 0.0 0.0
H 0.51231 -4.38439 -3.78391 0.0 -0.1 0.0
H 0.35546 -3.33659 -2.36249 0.0 0.1 0.0
H 2.01555 -3.39947 -0.76965 0.0 0.0 0.0
H 3.47384 -3.68847 -1.76006 0.0 0.1 0.1
H 3.90504 -4.71922 0.29307 0.0 0.0 0.0
H 3.48723 -6.06931 -0.76458 -0.1 0.0 -0.1
H 0.63259 -6.08928 -0.63952 0.1 -0.1 -0.1
H 0.32932 -6.34212 1.08075 0.0 0.0 0.0
H 0.64338 -8.50626 0.26357 0.0 0.0 0.1
H 2.18089 -8.08387 1.06971 0.0 0.0 0.0
H 3.69922 -9.29768 -0.19269 0.0 -0.1 0.0
H 3.40003 -9.44908 -1.93676 0.0 0.0 0.0
H 2.25314 -10.16725 -0.78521 0.0 0.0 0.0

Entry 2:
13
Properties=species:S:1:pos:R:3:forces:R:3 method="wB97M-V/def2-TZVPD" total_charge=+1 e_above_lowest_ev=4.8400 homo_lumo_gap_ev=8.7 e_lumo_ev=-4.3
C 1.53837 1.18768 -0.43809 0.3 -2.7 1.6
C 2.22349 -0.92981 0.56745 -1.1 0.4 2.4
C -0.67433 -0.34660 -0.80068 1.1 0.8 0.5
N 2.06980 0.29520 0.18065 -1.3 2.7 -1.5
N -1.76376 0.10707 0.27952 1.7 0.5 0.4
S 0.23758 -1.66787 -0.42643 -1.3 0.9 -0.8
H 1.72607 2.21164 -0.39106 0.3 1.6 -0.3
H 3.08807 -1.30171 0.07792 0.5 -1.5 0.1
H 1.90279 -1.07228 1.67070 1.0 -0.3 -2.0
H -0.61516 0.43839 -1.60586 -0.1 -1.4 0.7
H -1.35225 0.88379 0.98593 -1.5 -2.1 -2.1
H -1.83645 -0.82298 0.80152 -0.7 1.7 -0.6
H -2.60753 0.44896 -0.29009 1.2 -0.7 1.7

Entry 3:
17
Properties=species:S:1:pos:R:3:forces:R:3 method="wB97M-V/def2-TZVPD" e_above_lowest_ev=5.0859 homo_lumo_gap_ev=9.2 e_lumo_ev=0.9
C 2.17012 -0.32704 0.79931 0.2 0.0 0.1
O 0.78680 -0.32568 0.51194 -0.1 0.0 0.0
C 0.52973 -0.30223 -0.88624 0.0 0.0 -0.2
C -0.91413 -0.59773 -1.16863 -0.1 -0.1 0.1
C -1.74912 -1.19760 -0.32833 0.1 0.0 -0.1
C -1.29603 2.11207 0.19693 -0.2 0.0 0.4
O -1.07398 1.53095 1.34591 0.1 0.1 -0.4
H 2.65027 -1.22137 0.37726 -0.1 0.1 0.1
H 2.27975 -0.34006 1.88591 0.0 0.0 -0.2
H 2.66797 0.56442 0.39125 -0.1 -0.1 0.1
H 0.79512 0.68439 -1.29050 -0.1 -0.1 0.0
H 1.16379 -1.05910 -1.37772 -0.1 0.1 0.0
H -1.25948 -0.26792 -2.14698 0.0 -0.1 0.1
H -2.78731 -1.37251 -0.59659 0.2 0.0 0.0
H -1.43037 -1.50642 0.66376 0.0 0.0 -0.1
H -2.23317 2.69473 0.39687 0.2 0.0 -0.1
H -0.29995 0.93110 1.22585 -0.1 0.0 0.0

For reference, M by record: 684.91, 103.17, 102.13 g mol⁻¹.
For reference, DFT total energy by record: -61821.3405, -17028.7306, -9437.9571 eV.